[1]
Computed, not measured: a structure of composition C16H22N2Pt in a non-equilibrium geometry, with ωB97M-V/def2-TZVPD.

The max |F| comes out at 6.35 eV/A. The value obtained for the HOMO-LUMO gap (spin up / spin down) is 5.0 / 6.1 eV. Its expectation value of S² is 6.018. As for the LUMO energy (spin up / spin down): 0.023 / -0.085 Ha. As for the spin multiplicity: 5.

Cartesian coordinates (Å):
C -0.96064 0.62607 -2.91634
C 0.45628 0.95273 -2.86724
C 0.65675 1.86002 -1.75128
C -0.59586 2.04620 -1.11060
C -1.58268 1.25016 -1.77095
Pt 0.09732 -0.66685 -1.25059
N -3.74074 0.03209 0.20909
C -0.08752 -2.26172 -2.35606
C 1.34550 -1.87111 -2.31127
H 1.55312 2.43704 -1.54566
H 1.23366 0.63042 -3.56913
H -0.79341 2.78737 -0.32666
H -2.62840 1.14964 -1.39073
H -1.40748 -0.05773 -3.67652
H 1.88174 -1.35477 -3.12166
H -0.17062 -3.17617 -1.70804
H -3.07939 -0.76009 -0.23054
H 1.92857 -2.46833 -1.61498
H -0.55198 -1.95562 -3.30373
C -2.74557 0.71312 1.31122
N -1.47919 0.02848 1.48356
C -1.49947 -1.32302 2.07500
C -0.41620 0.89042 1.99286
C 1.00549 0.44102 1.64868
C 2.03259 0.49693 2.61385
C 3.36740 0.21702 2.31347
C 3.71759 -0.12218 1.00968
C 2.70744 -0.21441 0.04030
C 1.38520 0.01231 0.37119
H -3.63128 -0.73533 0.94172
H -2.62393 1.75457 0.92149
H -3.39911 0.55286 2.28883
H -0.53972 -1.78279 1.78958
H -1.60650 -1.33135 3.19039
H -2.27918 -1.94824 1.59590
H -0.61577 1.87758 1.53632
H -0.55236 1.00109 3.09533
H 1.75174 0.79696 3.61666
H 4.15069 0.32209 3.06648
H 4.73708 -0.31751 0.67399
H 2.97885 -0.52894 -0.96361



[2]
Computed, not measured: the molecule C2H3ClN2 in a non-equilibrium geometry, with ωB97M-V/def2-TZVPD.

The max |F| comes out at 4.00 eV/A. The value obtained for the HOMO-LUMO gap is 8.6 eV. As for the LUMO energy: -0.031 Ha.

Cartesian coordinates (Å):
C -0.18242 -0.07661 0.66962
C 1.00838 0.28599 -0.00312
N -1.29962 -1.59385 -0.02489
N -1.27265 -0.42052 0.12028
Cl -2.70701 0.85468 -0.20550
H 1.80390 -0.51799 0.06569
H 1.61064 1.13482 0.49463
H 1.03878 0.33348 -1.11670



[3]
Computed, not measured: a cluster of 11 separate species, C36H103N9O11 in total in a non-equilibrium geometry, with ωB97M-V/def2-TZVPD.

The max |F| comes out at 3.44 eV/A. The value obtained for the HOMO-LUMO gap is 9.2 eV. As for the LUMO energy: 0.023 Ha. The SMILES is COC[C@H](C)N.COC[C@H](C)N.COC[C@H](C)N.COC[C@H](C)N.COC[C@H](C)N.COC[C@H](C)N.COC[C@H](C)N.COC[C@H](C)N.COC[C@H](C)N.O.O.

Cartesian coordinates (Å):
C 18.60566 17.52927 6.07192
O 18.04272 16.55367 6.92672
C 16.80492 16.09927 6.41870
C 15.99702 15.45562 7.54314
C 14.75220 14.82367 7.06434
N 15.62223 16.36071 8.58203
H 18.06999 18.50289 5.97038
H 18.60256 17.14110 5.02023
H 19.66278 17.61768 6.42028
H 16.25851 16.99849 6.02199
H 17.03654 15.40936 5.67056
H 16.58067 14.69436 7.99036
H 13.97848 15.54714 6.81262
H 14.33016 14.19878 7.83515
H 15.00434 14.09756 6.32748
H 16.20814 17.21574 8.62198
H 14.68957 16.67833 8.59186
C 11.47465 8.17110 13.40795
O 10.65700 9.16918 13.03609
C 9.29914 8.68216 12.91119
C 8.40733 9.89333 13.05730
C 8.58780 10.97375 11.94148
N 8.75173 10.33338 14.40900
H 12.45585 8.46322 13.80343
H 11.74733 7.53313 12.56116
H 10.96020 7.61060 14.19371
H 9.18808 8.12220 11.98150
H 9.02274 8.05134 13.76319
H 7.43662 9.43810 13.00630
H 9.63144 11.17436 11.90531
H 7.95073 11.80419 12.26588
H 8.22934 10.59193 10.93204
H 8.13413 11.04646 14.66776
H 9.72833 10.70300 14.43506
C 9.72766 12.04860 17.83991
O 10.28803 12.70146 16.75937
C 11.66216 12.66613 16.73249
C 12.50059 13.08501 17.96640
C 12.20473 14.59616 18.33402
N 13.88818 12.94144 17.52071
H 10.15152 11.07060 18.08119
H 8.61650 11.87077 17.60747
H 9.70357 12.62016 18.78020
H 11.95608 11.68087 16.52582
H 11.97304 13.28501 15.86837
H 12.29894 12.47436 18.87423
H 12.85692 14.84498 19.21586
H 11.19782 14.61041 18.79972
H 12.47890 15.27392 17.55087
H 14.05679 13.50021 16.68419
H 14.52011 13.35223 18.24150
C 19.98486 12.53099 15.01943
O 19.04495 13.44402 15.57730
C 18.28063 14.12590 14.56468
C 17.27714 15.04379 15.32962
C 18.00296 15.95686 16.23450
N 16.20223 14.34302 16.05099
H 19.47238 11.83062 14.35294
H 20.48315 12.00869 15.87062
H 20.76829 13.13558 14.44354
H 18.96290 14.74636 13.95544
H 17.80982 13.37536 13.89764
H 16.81458 15.70513 14.56557
H 18.64946 15.35500 16.91301
H 17.27891 16.65596 16.78220
H 18.71304 16.58842 15.60765
H 15.79543 13.51861 15.52208
H 16.62058 13.88382 16.84146
C 20.69837 12.69815 10.17873
O 19.42702 12.34581 10.68809
C 18.42448 12.50082 9.68115
C 17.08496 12.05500 10.27288
C 17.08514 10.54779 10.62331
N 15.97226 12.48301 9.42413
H 21.35311 12.84674 11.01549
H 20.54612 13.49033 9.48126
H 21.11126 11.80696 9.64632
H 18.26898 13.57564 9.48361
H 18.61418 11.85844 8.83782
H 17.15639 12.59343 11.23198
H 17.18214 9.90399 9.72479
H 16.12030 10.28866 11.12038
H 17.98966 10.30016 11.17848
H 16.12540 12.18522 8.45301
H 15.09280 11.89793 9.60816
C 8.91536 17.99784 15.89394
O 8.93974 17.43910 14.57260
C 8.82821 15.99306 14.56811
C 7.41918 15.46520 14.90971
C 7.39709 13.97299 14.80426
N 6.38776 16.05312 14.03851
H 9.41636 17.37965 16.64413
H 7.87747 18.18886 16.25358
H 9.48657 18.91806 15.73752
H 8.92574 15.59616 13.58635
H 9.50898 15.57548 15.36322
H 7.18821 15.75903 15.95331
H 8.15118 13.48996 15.47322
H 7.68651 13.57880 13.83010
H 6.35410 13.59252 15.07021
H 6.75363 16.95697 13.86637
H 6.31342 15.54204 13.21332
C 21.92772 17.11164 13.41344
O 21.32329 16.55508 12.26396
C 19.96003 17.02284 12.08294
C 19.34063 16.24776 10.95992
C 20.24974 16.55584 9.76391
N 17.92170 16.63295 10.86631
H 22.98510 16.80068 13.37535
H 21.58870 16.82215 14.45087
H 21.93627 18.22862 13.39650
H 19.41874 16.96208 12.98691
H 19.99982 18.04236 11.70493
H 19.42299 15.21158 11.23160
H 20.18456 17.65442 9.55335
H 19.84601 16.04240 8.89282
H 21.24445 16.19211 9.87740
H 17.82838 17.62413 10.61396
H 17.46411 16.18655 10.08851
C 12.68702 10.03379 10.41333
O 12.99110 11.18764 9.71457
C 11.95856 12.24934 9.74064
C 10.82294 11.88990 8.77214
C 11.25936 11.86788 7.32378
N 9.70802 12.85532 8.91220
H 11.99279 10.30648 11.20624
H 13.56709 9.62927 10.84437
H 12.12399 9.30439 9.86740
H 11.52580 12.39499 10.74470
H 12.51493 13.08832 9.38699
H 10.41721 10.94929 9.10144
H 11.64312 12.88554 7.12615
H 10.49765 11.52502 6.62679
H 12.15698 11.23159 7.29119
H 9.90327 13.84356 9.12301
H 9.02045 12.60597 9.60756
C 14.15478 11.19777 14.33804
O 14.55880 12.49940 13.93623
C 13.92376 13.03543 12.81954
C 14.46100 14.46130 12.46340
C 13.88867 15.46621 13.51922
N 14.05383 14.70416 11.01661
H 13.11272 10.84787 14.09758
H 14.33961 11.09084 15.40618
H 14.79939 10.42492 13.82821
H 13.97437 12.38996 11.94012
H 12.81985 13.24906 12.97260
H 15.51525 14.55142 12.59749
H 12.77898 15.32374 13.65781
H 14.05594 16.53597 13.29946
H 14.42296 15.32346 14.42120
H 14.32291 13.90872 10.43179
H 14.56908 15.56069 10.69523
O 9.67803 18.09734 11.71351
H 9.56482 17.99321 12.69263
H 10.46734 18.52786 11.52912
O 10.48454 15.44614 10.65118
H 11.30065 15.08855 11.03066
H 10.19837 16.13770 11.26267



[4]
Computed, not measured: a structure of composition H3N3O3S in a non-equilibrium geometry, with ωB97M-V/def2-TZVPD.

The max |F| comes out at 3.56 eV/A. The value obtained for the HOMO-LUMO gap is 9.2 eV. As for the LUMO energy: 0.016 Ha.

Cartesian coordinates (Å):
N -0.74117 1.66647 0.59442
N -0.91664 1.64708 -0.57915
N 0.63823 0.98426 -1.24164
O 1.19707 -0.56264 0.48950
O 1.47912 0.68087 -0.35229
O 0.36077 0.14941 -2.26084
S -0.53169 -1.26951 -1.99359
H -1.49187 1.99735 1.20178
H 1.70386 -0.35489 1.27959
H 0.48571 -2.01169 -1.51491



[5]
Computed, not measured: a structure of composition C19H35AlF5NO3, with ωB97M-V/def2-TZVPD.

The max |F| comes out at 0.97 eV/A. The value obtained for the HOMO-LUMO gap is 6.3 eV. As for the LUMO energy: -0.035 Ha.

Cartesian coordinates (Å):
C -0.58814 -0.78369 0.78181
C 0.05489 -1.92292 1.57464
C 0.51885 -3.02604 0.61196
C 1.93654 -2.76541 0.06025
Al 2.52368 -4.10543 -1.32811
C 1.22746 -5.64230 -1.36221
C 2.63137 -3.45621 -3.27240
C 2.99285 -2.07182 -3.64075
O 3.74898 -1.71837 -4.50370
O 2.46399 -1.00667 -2.84520
C 1.19451 -0.60525 -2.95198
C 0.25964 -1.35082 -3.86538
O 0.81681 0.35638 -2.30755
C 4.33959 -4.88599 -0.67868
F 4.99803 -4.10465 0.27241
F 4.10750 -6.11361 -0.04750
C 5.39447 -5.19811 -1.73649
F 5.79935 -4.07545 -2.36033
F 6.50074 -5.79660 -1.26344
F 4.87517 -6.01678 -2.67483
H 0.04156 -0.56029 -0.08110
H -0.65069 0.13195 1.37884
H -1.58134 -1.07782 0.42538
H -0.67472 -2.33005 2.28848
H 0.90154 -1.54187 2.15062
H 0.48955 -4.00804 1.09379
H -0.18978 -3.06905 -0.22715
H 2.00315 -1.71954 -0.26014
H 2.63913 -2.85530 0.90154
H 1.24022 -6.22337 -0.43771
H 0.21667 -5.23597 -1.50516
H 1.42293 -6.30018 -2.21502
H 1.65480 -3.67620 -3.71530
H 3.35353 -4.08136 -3.80544
H -0.18681 -2.16504 -3.28466
H 0.73729 -1.77500 -4.74683
H -0.53143 -0.66416 -4.15922
C -1.68287 5.96453 3.74593
C -0.94658 5.06759 2.74975
C -1.57864 4.95541 1.37532
N -2.93257 4.25183 1.27488
C -4.01168 5.27381 1.14574
C -2.92007 3.36555 0.04724
C -2.21506 2.11528 0.51709
C -2.78206 1.89030 1.92452
C -3.23845 3.27848 2.40007
H -2.73137 5.69430 3.87884
H -1.20969 5.90635 4.72442
H -1.65031 7.00604 3.42270
H -0.76057 4.07489 3.16467
H 0.04399 5.49238 2.57699
H -0.90468 4.41676 0.71357
H -1.72519 5.94780 0.95036
H -3.83405 5.85192 0.24257
H -3.99274 5.92432 2.01582
H -4.96992 4.76674 1.07700
H -3.95896 3.17400 -0.22091
H -2.42722 3.89552 -0.76464
H -1.13711 2.27408 0.55757
H -2.38461 1.27011 -0.14389
H -2.04106 1.45476 2.58993
H -3.62885 1.20710 1.89997
H -2.74908 3.60037 3.30886
H -4.31245 3.32084 2.56218



[6]
Computed, not measured: the molecule C3H6N4O in a non-equilibrium geometry, with ωB97M-V/def2-TZVPD.

The max |F| comes out at 2.47 eV/A. The value obtained for the HOMO-LUMO gap is 9.7 eV. As for the LUMO energy: 0.022 Ha. The SMILES is [H]/N=c1/nc[nH]n1OC.

Cartesian coordinates (Å):
H 0.05849 -1.11939 2.32281
N -0.55659 -1.50778 1.59851
C -0.29201 -1.18333 0.40980
N -0.93981 -1.58807 -0.71807
C -0.40266 -0.89761 -1.69710
N 0.60920 -0.02774 -1.33297
N 0.86417 -0.36302 0.01100
O 1.05888 0.75862 0.83024
C -0.09593 1.60431 0.81518
H -0.67493 -1.07682 -2.73023
H 1.40659 -0.05242 -1.96920
H 0.25756 2.43173 1.44561
H -0.98140 1.11582 1.24093
H -0.31156 1.90570 -0.22652